Record 1
{
  "formula": "CH3N3O2S",
  "method": "ωB97M-V/def2-TZVPD",
  "elements": ["C", "N", "N", "N", "O", "O", "S", "H", "H", "H"],
  "positions_angstrom": [[-0.331, 0.753, 0.861], [-0.248, 1.112, 2.026], [-0.193, 1.555, -0.255], [-0.199, -0.677, 0.455], [0.206, 4.205, -0.013], [-2.124, 3.312, -0.186], [-0.788, 3.217, 0.338], [-0.410, 1.127, -1.178], [-0.327, -1.457, 1.245], [0.731, -0.831, 0.002]],
  "lowdin_spin": [0.11, 0.77, 0.19, 0.12, 0.23, 0.24, 0.32, 0.01, 0.00, 0.00],
  "charge": 0,
  "spin_multiplicity": 3,
  "energy_ev": -20481.5364,
  "fmax_ev_per_a": 5.085
}

Record 2
{
  "formula": "CH3N3O2Si",
  "method": "ωB97M-V/def2-TZVPD",
  "elements": ["C", "N", "N", "N", "O", "O", "Si", "H", "H", "H"],
  "positions_angstrom": [[1.677, 1.926, 0.593], [1.842, 2.983, 0.124], [-0.388, 0.062, -0.328], [-0.052, 0.250, 2.433], [0.430, -0.352, 3.338], [-1.129, 0.844, 2.483], [0.877, 0.323, 0.885], [-0.345, 0.140, -1.311], [-1.236, -0.177, 0.064], [1.972, -0.778, 1.070]],
  "lowdin_charge": [-0.27, 0.10, -0.03, -0.49, 0.04, 0.02, 0.58, 0.03, -0.01, 0.02],
  "charge": 0,
  "energy_ev": -17526.2371,
  "smiles": "N#C[Si@H](N)[N+](=O)[O-]",
  "fmax_ev_per_a": 4.178
}

Record 3
{
  "formula": "CH3N3OS",
  "method": "ωB97M-V/def2-TZVPD",
  "elements": ["C", "N", "N", "N", "O", "S", "H", "H", "H"],
  "positions_angstrom": [[0.516, -0.552, -0.232], [-0.113, 1.535, 0.335], [-1.536, 0.989, -0.476], [0.801, 0.742, 0.138], [-1.763, -1.219, 0.781], [-1.322, -0.659, -0.477], [0.947, -0.769, -1.159], [0.787, -1.225, 0.574], [1.685, 1.158, 0.516]],
  "lowdin_charge": [-0.30, 0.09, -0.24, -0.13, -0.53, 0.74, 0.07, 0.11, 0.19],
  "charge": 0,
  "energy_ev": -18433.2334,
  "fmax_ev_per_a": 5.662
}

Record 4
{
  "formula": "CH3N3P2",
  "method": "ωB97M-V/def2-TZVPD",
  "elements": ["C", "N", "N", "N", "P", "P", "H", "H", "H"],
  "positions_angstrom": [[-0.116, -0.142, 1.653], [-1.094, -0.887, 1.156], [-1.022, -1.136, -0.107], [0.006, -0.540, -0.619], [1.028, 0.549, 0.289], [0.035, 1.549, -1.318], [-0.165, 0.222, 2.598], [0.263, -0.534, -1.567], [1.066, 0.919, -2.084]],
  "lowdin_charge": [-0.32, -0.08, -0.10, -0.46, 0.62, 0.52, 0.00, -0.01, -0.16],
  "charge": 0,
  "energy_ev": -24128.3862,
  "fmax_ev_per_a": 4.406
}

Record 5
{
  "formula": "CH3N3P2",
  "method": "ωB97M-V/def2-TZVPD",
  "elements": ["C", "N", "N", "N", "P", "P", "H", "H", "H"],
  "positions_angstrom": [[1.436, 2.762, -1.078], [1.149, 1.473, -1.408], [0.543, 0.598, -0.810], [-0.050, 0.428, 0.264], [2.801, 3.637, -1.635], [-1.216, -0.651, 0.770], [1.144, 3.348, -0.185], [-2.247, 0.301, 0.415], [-1.215, -0.184, 2.043]],
  "lowdin_spin": [0.14, 0.14, 0.35, 0.33, 0.91, 0.08, 0.03, 0.00, 0.01],
  "charge": 0,
  "spin_multiplicity": 3,
  "energy_ev": -24126.7836,
  "fmax_ev_per_a": 3.209
}

Record 6
{
  "formula": "CH3N3S",
  "method": "ωB97M-V/def2-TZVPD",
  "elements": ["C", "N", "N", "N", "S", "H", "H", "H"],
  "positions_angstrom": [[2.370, 0.037, 2.043], [3.202, 0.136, 2.919], [-3.054, -0.540, -2.019], [-2.152, 0.169, -2.534], [1.462, -0.290, 0.845], [3.462, 1.073, 3.299], [-2.869, -0.734, -1.039], [-2.421, 0.148, -3.515]],
  "lowdin_charge": [-0.92, 0.08, -0.03, -0.02, 0.73, 0.10, 0.03, 0.03],
  "charge": 0,
  "energy_ev": -16388.9002,
  "smiles": "[H]/N=N/[H].N=C=S",
  "fmax_ev_per_a": 2.333
}

Record 7
{
  "formula": "CH3N3S",
  "method": "ωB97M-V/def2-TZVPD",
  "elements": ["C", "N", "N", "N", "S", "H", "H", "H"],
  "positions_angstrom": [[1.409, 0.353, 0.439], [-1.722, -0.605, -1.490], [-2.157, -0.123, -0.573], [0.780, -0.653, 0.105], [-2.733, 0.543, 0.658], [2.456, 0.711, 0.267], [0.799, 1.215, 0.891], [1.168, -1.441, -0.297]],
  "lowdin_charge": [-0.16, 0.16, -0.82, 0.03, 0.63, 0.07, 0.07, 0.02],
  "charge": 0,
  "energy_ev": -16389.0125,
  "smiles": "N#[N+][S-].C=N",
  "fmax_ev_per_a": 4.078
}

Record 8
{
  "formula": "CH3N3Si",
  "method": "ωB97M-V/def2-TZVPD",
  "elements": ["C", "N", "N", "N", "Si", "H", "H", "H"],
  "positions_angstrom": [[-1.021, 0.395, -0.589], [-0.019, 0.424, -1.405], [1.099, -0.098, -1.232], [1.385, -0.570, 0.040], [0.557, -0.160, 1.345], [-1.405, -0.408, 0.005], [-1.726, 1.264, -0.692], [1.130, -0.849, 2.527]],
  "lowdin_spin": [0.34, 0.14, 0.38, 0.36, 0.60, 0.03, 0.02, 0.13],
  "charge": 0,
  "spin_multiplicity": 3,
  "energy_ev": -13427.0241,
  "fmax_ev_per_a": 3.579
}

Record 9
{
  "formula": "CH3N3Si",
  "method": "ωB97M-V/def2-TZVPD",
  "elements": ["C", "N", "N", "N", "Si", "H", "H", "H"],
  "positions_angstrom": [[-0.882, 1.123, 0.043], [-2.147, 0.989, -0.096], [-2.630, -0.174, 0.156], [-1.868, -1.255, -0.035], [-0.235, -0.738, -0.046], [-0.623, 2.209, 0.131], [0.751, -0.924, -1.203], [0.460, -1.358, 1.245]],
  "lowdin_spin": [0.26, 0.10, 0.76, 0.67, 0.14, 0.01, 0.03, 0.03],
  "charge": 0,
  "spin_multiplicity": 3,
  "energy_ev": -13428.0513,
  "fmax_ev_per_a": 4.853
}

Record 10
{
  "formula": "CH3N4",
  "method": "ωB97M-V/def2-TZVPD",
  "elements": ["C", "N", "N", "N", "N", "H", "H", "H"],
  "positions_angstrom": [[0.308, -0.873, 0.410], [0.980, -1.771, -0.095], [1.027, -1.487, -1.436], [1.102, -0.304, -1.649], [-0.610, -0.159, 0.822], [1.103, 0.031, -2.721], [-1.497, -0.573, 0.810], [-0.561, 0.884, 1.203]],
  "lowdin_charge": [-0.11, 0.17, -0.03, 0.10, 0.29, 0.18, 0.15, 0.25],
  "charge": 1,
  "energy_ev": -7034.1533,
  "smiles": "[H]/N=N/N=C=[NH2+]",
  "fmax_ev_per_a": 4.236
}

Record 11
{
  "formula": "CH3N4O",
  "method": "ωB97M-V/def2-TZVPD",
  "elements": ["C", "N", "N", "N", "N", "O", "H", "H", "H"],
  "positions_angstrom": [[0.827, 0.724, -2.221], [0.589, 0.705, -3.377], [-0.459, -0.443, 0.209], [0.978, -0.185, 0.015], [1.132, 0.791, -0.920], [-0.074, 2.059, -0.409], [-0.983, -1.109, -0.283], [-0.828, 0.604, 0.045], [1.357, 0.025, 0.952]],
  "lowdin_spin": [0.05, 0.11, 0.03, 0.05, 0.37, 1.38, 0.00, 0.01, 0.00],
  "charge": -1,
  "spin_multiplicity": 3,
  "energy_ev": -9087.2120,
  "fmax_ev_per_a": 4.962
}

Record 12
{
  "formula": "CH3N4O",
  "method": "ωB97M-V/def2-TZVPD",
  "elements": ["C", "N", "N", "N", "N", "O", "H", "H", "H"],
  "positions_angstrom": [[-2.703, -0.288, -0.048], [-1.591, 0.101, -0.128], [-0.342, -0.112, -0.075], [0.588, 0.715, -0.141], [1.917, 0.018, 0.057], [-4.060, -0.188, 0.138], [1.698, -0.919, -0.024], [2.064, 0.436, 1.011], [2.429, 0.236, -0.790]],
  "lowdin_spin": [0.08, 0.14, 0.70, 0.60, 0.07, 0.39, 0.01, 0.01, 0.01],
  "charge": 1,
  "spin_multiplicity": 3,
  "energy_ev": -9077.8182,
  "fmax_ev_per_a": 11.868
}

Record 13
{
  "formula": "CH3N5",
  "method": "ωB97M-V/def2-TZVPD",
  "elements": ["C", "H", "H", "H", "N", "N", "N", "N", "N"],
  "positions_angstrom": [[0.762, -0.408, 0.039], [2.390, 0.573, -0.252], [-2.142, 0.775, -0.612], [0.025, 1.259, 0.981], [2.066, -0.470, -0.111], [-0.187, -1.538, 0.139], [-1.318, -1.062, -0.160], [-1.538, 0.164, 0.054], [-0.057, 0.708, -0.079]],
  "lowdin_charge": [-0.54, 0.08, 0.18, 0.21, 0.09, 0.08, -0.11, -0.02, 0.03],
  "charge": 0,
  "energy_ev": -8531.7126,
  "smiles": "[H]/N=c1/nn[nH][nH]1",
  "fmax_ev_per_a": 6.824
}

Record 14
{
  "formula": "CH3N5O",
  "method": "ωB97M-V/def2-TZVPD",
  "elements": ["C", "H", "H", "H", "N", "N", "N", "N", "N", "O"],
  "positions_angstrom": [[0.067, 1.126, 0.010], [-1.737, -0.376, 0.949], [-2.000, -0.592, -0.627], [1.244, -1.676, -0.426], [-1.304, -0.813, 0.126], [-0.146, -0.243, -0.161], [1.094, -0.822, 0.047], [2.036, 0.123, 0.039], [1.489, 1.262, 0.085], [-0.743, 2.010, -0.042]],
  "lowdin_charge": [-0.50, 0.11, 0.13, 0.14, 0.08, -0.16, 0.03, 0.02, 0.09, 0.08],
  "charge": 0,
  "energy_ev": -10580.6531,
  "smiles": "Nn1[nH]nnc1=O",
  "fmax_ev_per_a": 3.692
}

Record 15
{
  "formula": "CH3N5O3",
  "method": "ωB97M-V/def2-TZVPD",
  "elements": ["C", "N", "N", "N", "N", "N", "O", "O", "O", "H", "H", "H"],
  "positions_angstrom": [[-0.220, -0.057, 0.434], [0.695, -0.109, 1.308], [-3.372, -2.629, 1.337], [0.164, -0.216, -0.866], [-1.526, 0.228, 0.700], [-2.399, -0.536, 1.093], [-3.964, -3.220, 0.512], [-2.147, -1.856, 0.833], [-3.514, -2.609, 2.460], [0.439, -0.093, 2.354], [1.241, -0.309, -0.958], [-0.476, 0.122, -1.512]],
  "lowdin_charge": [-0.64, 0.11, -0.40, 0.12, 0.09, 0.05, 0.16, 0.00, 0.20, 0.09, 0.16, 0.06],
  "charge": 0,
  "energy_ev": -14671.2806,
  "smiles": "[H]/N=C(N)\\N=N/O[N+](=O)[O-]",
  "fmax_ev_per_a": 4.876
}

Record 16
{
  "formula": "CH3NO",
  "method": "ωB97M-V/def2-TZVPD",
  "elements": ["C", "H", "H", "H", "N", "O"],
  "positions_angstrom": [[-0.895, 0.117, 0.007], [2.023, -0.363, 0.186], [-0.586, 1.098, -0.036], [-1.871, -0.313, -0.056], [0.113, -0.690, -0.045], [1.216, 0.152, -0.057]],
  "lowdin_charge": [-0.02, 0.11, 0.05, 0.06, -0.07, -0.12],
  "charge": 0,
  "energy_ev": -4620.8618,
  "smiles": "C=NO",
  "fmax_ev_per_a": 3.732
}

Record 17
{
  "formula": "CH3NO2",
  "method": "ωB97M-V/def2-TZVPD",
  "elements": ["C", "H", "H", "H", "N", "O", "O"],
  "positions_angstrom": [[0.952, 0.665, -1.910], [0.670, 0.347, -2.912], [1.983, 1.022, -1.770], [-1.325, -1.822, 2.545], [-1.069, -0.848, 2.908], [0.157, 0.633, -0.996], [-1.367, 0.003, 2.135]],
  "lowdin_charge": [-0.13, 0.07, 0.08, 0.06, -0.01, -0.02, -0.06],
  "charge": 0,
  "energy_ev": -6666.8415,
  "smiles": "C=O.N=O",
  "fmax_ev_per_a": 1.355
}

Record 18
{
  "formula": "CH3NO2P",
  "method": "ωB97M-V/def2-TZVPD",
  "elements": ["C", "N", "O", "O", "P", "H", "H", "H"],
  "positions_angstrom": [[-0.394, -0.590, -0.134], [-1.112, -1.341, -0.761], [1.608, -0.010, 1.300], [1.198, 1.268, -0.791], [1.344, -0.328, -0.111], [-1.040, 0.392, 1.182], [-2.145, -1.162, -0.466], [0.541, 1.770, -0.219]],
  "lowdin_charge": [-0.56, -0.02, -0.58, -0.42, 0.39, 0.10, 0.07, 0.01],
  "charge": -1,
  "energy_ev": -15958.6653,
  "fmax_ev_per_a": 4.358
}

Record 19
{
  "formula": "CH3NO2S",
  "method": "ωB97M-V/def2-TZVPD",
  "elements": ["C", "N", "O", "O", "S", "H", "H", "H"],
  "positions_angstrom": [[0.422, 0.793, 0.179], [1.486, -0.248, 0.144], [1.083, -1.390, 0.152], [-1.546, -0.843, -0.781], [-1.216, 0.153, 0.506], [0.485, 1.600, 0.948], [0.400, 1.580, -0.635], [-1.115, -1.645, -0.514]],
  "lowdin_charge": [-0.50, -0.06, -0.04, -0.45, 0.86, 0.08, 0.10, 0.00],
  "charge": 0,
  "energy_ev": -17502.3205,
  "smiles": "O=NCSO",
  "fmax_ev_per_a": 2.258
}

Record 20
{
  "formula": "CH3NO2S",
  "method": "ωB97M-V/def2-TZVPD",
  "elements": ["C", "N", "O", "O", "S", "H", "H", "H"],
  "positions_angstrom": [[-1.595, 2.207, 0.120], [-0.860, 1.430, -0.434], [-0.662, -0.287, -2.220], [1.907, -1.819, 0.738], [0.116, 0.628, -1.387], [1.104, -1.571, 1.201], [-2.050, 2.170, 1.091], [2.039, -2.757, 0.891]],
  "lowdin_charge": [0.05, -0.38, -0.58, -0.07, 0.87, 0.02, 0.05, 0.03],
  "charge": 0,
  "energy_ev": -17502.4687,
  "fmax_ev_per_a": 0.807
}